Here is a structure of composition C52H49N6O3TeW from OMol25. Energies are from ωB97M-V with the def2-TZVPD basis set.

Summary:
HOMO-LUMO gap (spin up / spin down) (eV): 6.33 / 6.49
Total charge: +2
E_HOMO (spin up / spin down) (eV): -12.016 / -12.699
Spin multiplicity: 4
<S²>: 3.80
Energy above the lowest of the compared OMol25 structures with the same formula, charge and spin (eV): 0.1917

Each line ends with the Löwdin spin population.
Geometry (Å):
W1 1.84 -0.52 0.31  1.459
C1 1.77 3.13 0.93  0.004
O1 1.37 1.78 1.21  0.021
C2 0.62 1.58 2.35  -0.007
C3 -0.24 2.53 2.87  0.002
C4 -0.99 2.23 4.00  -0.011
C5 -0.91 0.98 4.59  0.002
C6 -0.05 0.02 4.07  -0.008
C7 0.73 0.33 2.96  0.005
N1 1.63 -0.63 2.37  -0.051
N2 1.99 -1.54 3.19  0.080
C8 2.77 -2.58 2.84  0.009
C9 3.26 -2.85 1.54  0.058
O2 2.95 -2.12 0.48  0.057
C10 4.12 -3.95 1.32  -0.004
C11 4.45 -4.78 2.34  0.052
C12 3.95 -4.59 3.66  -0.001
C13 4.29 -5.48 4.70  0.011
C14 3.80 -5.29 5.96  -0.005
C15 2.96 -4.20 6.22  0.011
C16 2.62 -3.31 5.23  -0.003
C17 3.11 -3.49 3.92  0.010
H1 0.91 3.72 0.60  0.003
H2 2.50 3.08 0.13  0.000
H3 2.21 3.58 1.82  0.000
H4 -0.32 3.51 2.42  0.000
H5 -1.66 2.98 4.40  -0.001
H6 -1.51 0.74 5.45  0.000
H7 0.02 -0.96 4.50  0.000
H8 4.48 -4.11 0.31  -0.001
H9 5.10 -5.62 2.16  0.002
H10 4.94 -6.32 4.48  0.000
H11 4.06 -5.98 6.76  -0.001
H12 2.57 -4.05 7.22  0.001
H13 1.98 -2.47 5.45  0.000
N3 4.25 -0.09 -2.09  0.007
C18 3.18 -0.85 -2.55  0.014
C19 3.37 -1.51 -3.77  -0.001
C20 2.33 -2.23 -4.31  0.013
C21 1.11 -2.26 -3.64  0.000
C22 1.00 -1.59 -2.45  0.014
N4 2.03 -0.92 -1.88  0.017
C23 4.54 0.61 -0.94  0.006
C24 5.77 1.30 -0.94  0.001
C25 6.19 1.93 0.20  0.002
C26 5.40 1.87 1.35  0.003
C27 4.20 1.22 1.26  0.009
N5 3.74 0.62 0.13  0.028
H14 5.00 -0.06 -2.75  0.000
H15 4.32 -1.44 -4.27  0.000
H16 2.47 -2.75 -5.25  0.001
H17 0.26 -2.79 -4.04  0.000
H18 0.07 -1.56 -1.90  0.002
H19 6.37 1.31 -1.83  0.000
H20 7.14 2.45 0.21  0.000
H21 5.70 2.32 2.28  0.000
H22 3.54 1.16 2.12  0.002
C28 -7.83 4.49 -1.46  0.001
C29 -6.44 3.96 -1.26  0.008
C30 -5.41 4.32 -2.12  0.001
C31 -4.12 3.82 -1.98  0.018
C32 -3.05 4.30 -2.92  0.018
C33 -3.88 2.93 -0.92  0.042
Te1 -1.95 2.13 -0.67  0.536
N6 -0.01 -0.29 0.01  0.053
C34 -1.14 -0.79 0.46  0.059
O3 -2.26 -0.23 0.36  0.264
C35 -1.10 -2.08 1.24  0.011
C36 -0.12 -3.04 1.00  0.009
C37 -0.03 -4.17 1.80  0.001
C38 -0.92 -4.34 2.85  0.006
C39 -1.92 -3.40 3.08  0.000
C40 -2.01 -2.27 2.27  0.006
C41 -1.72 1.25 -2.56  0.022
C42 -0.56 1.57 -3.28  0.016
C43 0.53 2.44 -2.70  0.019
C44 -0.42 1.08 -4.57  -0.002
C45 -1.40 0.27 -5.15  0.014
C46 -1.25 -0.23 -6.56  0.003
C47 -2.52 -0.05 -4.40  -0.002
C48 -2.71 0.43 -3.10  0.013
C49 -3.98 0.05 -2.39  0.004
C50 -4.89 2.58 -0.02  0.010
C51 -4.68 1.64 1.15  0.013
C52 -6.16 3.10 -0.21  -0.002
H23 -7.83 5.38 -2.09  0.000
H24 -8.30 4.74 -0.51  0.000
H25 -8.46 3.74 -1.95  0.001
H26 -5.61 5.02 -2.93  0.001
H27 -3.47 4.98 -3.66  0.001
H28 -2.57 3.48 -3.46  0.003
H29 -2.27 4.85 -2.38  0.007
H30 0.55 -2.94 0.15  0.001
H31 0.72 -4.93 1.59  0.000
H32 -0.86 -5.22 3.48  0.000
H33 -2.62 -3.54 3.89  0.000
H34 -2.78 -1.53 2.44  0.000
H35 0.91 2.02 -1.77  0.004
H36 0.16 3.45 -2.49  0.009
H37 1.36 2.54 -3.41  0.001
H38 0.46 1.34 -5.14  0.000
H39 -0.24 -0.05 -6.94  0.000
H40 -1.95 0.28 -7.22  0.001
H41 -1.46 -1.30 -6.62  0.000
H42 -3.28 -0.69 -4.83  0.000
H43 -4.36 -0.89 -2.78  0.000
H44 -4.75 0.81 -2.54  0.001
H45 -3.83 -0.07 -1.31  0.001
H46 -3.64 1.51 1.42  0.009
H47 -5.07 0.65 0.91  0.001
H48 -5.22 2.01 2.02  0.000
H49 -6.94 2.83 0.48  0.000